Entry a
ORCA calculation (ωB97M-V/def2-TZVPD) on a cluster of 2 separate species, C4H9NO2 in total.

Element x y z (Å)
C -2.370 -0.764 -0.295
C -0.923 -0.389 -0.625
C -0.798 1.068 -0.982
O 0.028 1.835 -0.537
H -2.698 -0.296 0.638
H -2.470 -1.847 -0.181
H -3.054 -0.447 -1.091
H -0.238 -0.617 0.197
H -0.589 -0.961 -1.504
H -1.542 1.436 -1.720
N 2.237 0.443 0.861
C 2.749 -0.385 -0.082
O 3.646 -1.186 0.089
H 2.679 0.472 1.767
H 1.537 1.130 0.606
H 2.237 -0.261 -1.058

Values from the calculation:
Orbital gap: 10.4 eV
SMILES string: CCC=O.NC=O

Table of natural (NBO) atomic charges, one value per atom, all in e: C -0.604; C -0.525; C 0.466; O -0.550; H 0.213; H 0.225; H 0.209; H 0.234; H 0.234; H 0.110; N -0.840; C 0.524; O -0.612; H 0.396; H 0.424; H 0.096

***

Entry b
ORCA calculation (ωB97M-V/def2-TZVPD) on a cluster of 2 separate species, C4H9NO2 in total.

Element x y z (Å)
C 1.152 0.748 -0.741
O 2.362 1.027 -0.172
C 0.108 0.479 0.364
C -1.239 1.053 0.504
C -1.153 -0.373 -0.258
N -1.253 -1.535 0.517
O -1.560 -0.315 -1.401
H 1.212 -0.174 -1.328
H 0.764 1.570 -1.361
H 2.412 -0.112 0.055
H 0.527 0.252 1.341
H 2.004 -1.414 0.287
H -1.591 1.055 1.527
H -1.581 1.868 -0.117
H -1.846 -2.218 0.059
H -0.317 -1.912 0.724

Values from the calculation:
Orbital gap: 4.5 eV

Table of natural (NBO) atomic charges, one value per atom, all in e: C -0.099; O -0.709; C -0.065; C -0.344; C 0.557; N -0.818; O -0.442; H 0.202; H 0.194; H 0.395; H 0.279; H -0.491; H 0.247; H 0.264; H 0.397; H 0.433

***

Which of them is most stable? Easy: entry a.

***

Entry a
ORCA calculation (ωB97M-V/def2-TZVPD) on an isolated molecule of C4H9NO2.

Element x y z (Å)
C -0.876 -0.906 -1.502
C -0.122 -0.548 -0.225
C 1.154 0.257 -0.502
O 1.959 0.338 0.656
N -0.944 0.265 0.672
C -0.498 0.524 1.943
O -0.590 1.602 2.493
H -1.772 -1.501 -1.299
H -0.218 -1.478 -2.165
H -1.191 -0.008 -2.047
H 0.158 -1.469 0.304
H 1.757 -0.180 -1.303
H 0.844 1.258 -0.834
H 1.718 1.131 1.148
H -1.273 1.125 0.248
H -0.058 -0.360 2.422

Values from the calculation:
Orbital gap: 10.6 eV
SMILES string: C[C@@H](CO)NC=O

Table of natural (NBO) atomic charges, one value per atom, all in e: C -0.615; C -0.076; C -0.073; O -0.717; N -0.623; C 0.525; O -0.607; H 0.227; H 0.219; H 0.206; H 0.209; H 0.183; H 0.161; H 0.480; H 0.381; H 0.120

***

Entry b
ORCA calculation (ωB97M-V/def2-TZVPD) on an isolated molecule of C4H9NO2.

Element x y z (Å)
N -2.562 0.511 0.636
C -1.649 0.865 -0.308
O -1.721 1.938 -0.879
C -0.561 -0.156 -0.579
C 0.819 0.459 -0.243
C 1.926 -0.572 -0.128
O 1.783 -1.293 1.096
H -3.276 1.208 0.794
H -2.360 -0.223 1.297
H -0.716 -1.039 0.065
H -0.678 -0.475 -1.630
H 1.107 1.377 -0.800
H 0.773 0.788 0.791
H 1.838 -1.268 -0.960
H 2.901 -0.066 -0.181
H 2.376 -2.053 1.030

Values from the calculation:
Orbital gap: 10.5 eV
SMILES string: NC(=O)CCCO

Table of natural (NBO) atomic charges, one value per atom, all in e: N -0.828; C 0.677; O -0.623; C -0.499; C -0.420; C -0.063; O -0.729; H 0.404; H 0.397; H 0.211; H 0.232; H 0.235; H 0.213; H 0.156; H 0.167; H 0.471

***

Which of them is most stable? Easy: entry b.

***

Entry a
ORCA calculation (ωB97M-V/def2-TZVPD) on an isolated molecule of C2H4N2O2.

Element x y z (Å)
O -1.259 -1.060 0.077
N -1.779 0.098 -0.028
C -0.956 1.077 -0.011
C 0.398 0.746 -0.115
N 1.003 -0.476 -0.158
O 2.336 -0.318 0.091
H -2.033 -1.774 0.046
H -1.345 2.040 0.369
H 0.904 1.807 0.086
H 2.637 0.660 0.213

Values from the calculation:
Orbital gap: 8.9 eV
SMILES string: O/N=C\C=N\O

Table of natural (NBO) atomic charges, one value per atom, all in e: O -0.474; N -0.068; C -0.120; C -0.095; N -0.023; O -0.539; H 0.491; H 0.225; H 0.158; H 0.444

***

Entry b
ORCA calculation (ωB97M-V/def2-TZVPD) on an isolated molecule of C2H4N2O2.

Element x y z (Å)
H -2.609 1.463 0.459
N -1.736 0.855 0.451
N -0.916 1.001 -0.451
C 0.172 -0.101 -0.450
O -0.419 -1.364 -0.294
C 1.724 -0.158 0.246
O 2.507 0.737 0.099
H 0.368 -0.072 -1.464
H -0.932 -1.216 0.492
H 1.841 -1.145 0.911

Values from the calculation:
Orbital gap: 9.7 eV
SMILES string: [H]/N=N/[C@H](O)C=O

Table of natural (NBO) atomic charges, one value per atom, all in e: H 0.343; N -0.364; N -0.093; C 0.071; O -0.696; C 0.429; O -0.482; H 0.177; H 0.473; H 0.141

***

Entry c
ORCA calculation (ωB97M-V/def2-TZVPD) on a cluster of 2 separate species, C2H4N2O2 in total.

Element x y z (Å)
N -1.659 -0.680 0.184
C -0.361 -0.265 0.189
O 0.228 -0.329 1.381
N 0.299 0.193 -0.813
C 2.049 1.067 0.038
O 2.594 1.617 -0.803
H -1.988 -1.196 0.984
H -2.045 -0.929 -0.712
H -0.202 0.354 -1.674
H 1.084 0.167 1.226

Values from the calculation:
Orbital gap: 10.3 eV

Table of natural (NBO) atomic charges, one value per atom, all in e: N -0.824; C 0.729; O -0.702; N -0.812; C 0.463; O -0.507; H 0.403; H 0.394; H 0.365; H 0.491

***

Which of them is most stable? Easy: entry c.

***

Entry a
ORCA calculation (ωB97M-V/def2-TZVPD) on an isolated molecule of CH4N2OS2.

Element x y z (Å)
O 1.061 1.957 0.168
N 0.009 1.341 -0.394
C -0.536 0.079 0.127
S -2.226 -0.338 -0.082
N 0.302 -0.796 0.689
S 1.703 -0.939 -0.206
H 0.856 2.030 1.068
H -0.758 1.950 -0.554
H -0.084 -1.707 1.026
H 0.917 -1.789 -1.093

Values from the calculation:
Orbital gap: 9.0 eV
SMILES string: ONC(=S)NS

Table of natural (NBO) atomic charges, one value per atom, all in e: O -0.517; N -0.322; C 0.279; S -0.248; N -0.785; S 0.215; H 0.455; H 0.376; H 0.434; H 0.112

***

Entry b
ORCA calculation (ωB97M-V/def2-TZVPD) on a cluster of 2 separate species, CH4N2OS2 in total.

Element x y z (Å)
C -0.318 0.378 -0.211
H -2.533 -0.739 -1.620
H -2.119 0.927 0.402
H 0.065 1.540 1.194
H 2.342 -0.563 0.427
N -1.529 0.982 -0.383
N 0.159 0.473 1.060
O -2.258 0.716 -1.566
S 0.496 -0.718 -1.285
S 1.493 -0.491 1.826

Values from the calculation:
Orbital gap: 8.0 eV

Table of natural (NBO) atomic charges, one value per atom, all in e: C 0.271; H 0.398; H 0.375; H 0.404; H 0.186; N -0.311; N -0.765; O -0.481; S -0.217; S 0.140

***

Entry c
ORCA calculation (ωB97M-V/def2-TZVPD) on a structure of composition CH4N2OS2.

Element x y z (Å)
C 0.091 0.078 0.084
N 0.823 -2.561 0.591
N -0.616 2.530 -0.251
O -0.995 0.029 0.557
S 1.369 -1.108 -0.189
S 0.740 1.543 -0.642
H 0.407 -3.294 -0.064
H 0.142 -2.437 1.410
H -0.478 3.284 -0.944
H -1.484 1.936 -0.552

Values from the calculation:
Orbital gap: 8.7 eV

Table of natural (NBO) atomic charges, one value per atom, all in e: C 0.172; N -1.004; N -0.942; O -0.567; S 0.430; S 0.363; H 0.386; H 0.402; H 0.370; H 0.389

***

Which of them is most stable? Easy: entry c.